# 1
A structure of composition C21H24N11OPtS4Sb at a distorted geometry, computed with wB97M-V/def2-TZVPD.

```
! wB97M-V def2-TZVPD RIJCOSX def2/J DEFGRID3
* xyz -2 1
Pt 2.113 -0.097 0.006
S 5.821 -1.240 3.503
Sb 4.685 -1.391 1.511
S 2.350 -1.891 1.712
S 4.256 0.791 0.488
S 5.663 -2.825 -0.007
C -0.956 -0.247 2.566
C -0.172 1.002 2.448
N 0.814 1.215 1.619
C 1.246 2.488 1.828
C 0.502 3.058 2.811
N -0.403 2.106 3.212
C -1.467 2.296 4.156
N -2.751 2.346 3.529
N -3.721 1.428 3.838
N -4.790 1.697 3.168
C -4.571 2.786 2.395
C -5.405 3.480 1.510
C -4.877 4.591 0.881
C -3.568 5.011 1.097
C -2.715 4.336 1.965
C -3.239 3.230 2.609
H -0.391 -1.047 2.095
H -1.920 -0.139 2.066
H -1.144 -0.494 3.609
H 2.057 2.901 1.261
H 0.543 4.026 3.267
H -1.271 3.236 4.695
H -1.508 1.460 4.866
H -6.416 3.145 1.335
H -5.493 5.154 0.191
H -3.198 5.882 0.574
H -1.695 4.658 2.104
C 2.475 -4.439 -3.207
C 3.273 -3.202 -2.819
N 2.541 -2.486 -1.810
C 1.200 -2.354 -1.776
N 0.680 -1.413 -1.048
C -0.747 -1.202 -1.080
C -1.463 -2.544 -1.158
C -0.984 -3.220 -2.434
N 0.459 -3.304 -2.434
C 1.052 -4.010 -3.547
H 2.452 -5.125 -2.358
H 2.930 -4.941 -4.064
H 3.443 -2.560 -3.698
H 4.246 -3.466 -2.393
H 3.052 -1.776 -1.280
H -1.003 -0.585 -1.955
H -1.022 -0.634 -0.192
H -2.544 -2.417 -1.178
H -1.193 -3.147 -0.289
H -1.335 -2.654 -3.312
H -1.379 -4.243 -2.513
H 1.050 -3.371 -4.444
H 0.425 -4.887 -3.751
O 0.509 1.617 -1.334
N 1.678 1.145 -1.476
C 2.097 0.731 -2.702
C 1.229 0.506 -3.770
N 0.511 0.236 -4.636
C 3.449 0.487 -2.958
N 4.537 0.302 -3.295
*
```

Properties
Frontier orbital gap = 4.78 eV
LUMO energy = 3.355 eV
Energy above the lowest of the compared OMol25 structures with the same formula, charge and spin = 1.064 eV
HOMO level = -1.4 eV

# 2
A structure of composition C24H23N3O3PRhS, computed with wB97M-V/def2-TZVPD.

```
! wB97M-V def2-TZVPD RIJCOSX def2/J DEFGRID3
* xyz 2 1
Rh 0.389 -0.061 -1.040
O 1.730 0.392 0.228
N 2.162 1.670 0.291
C 2.968 1.986 1.333
C 3.464 3.253 1.422
C 3.124 4.200 0.445
C 2.293 3.848 -0.590
C 1.799 2.541 -0.664
S 0.771 1.956 -1.918
H 3.161 1.178 2.022
H 4.112 3.503 2.249
H 3.511 5.207 0.512
H 2.003 4.549 -1.359
N -3.519 0.515 0.341
C -2.456 0.821 -0.400
N -2.581 1.687 -1.412
O -1.359 0.262 -0.102
H -4.406 0.977 0.237
H -3.394 -0.127 1.107
H -3.436 2.195 -1.569
H -1.750 2.020 -1.872
O 0.506 -1.949 -0.294
P 1.010 -2.911 -1.397
C 2.767 -2.762 -1.682
C 3.289 -1.597 -2.256
C 4.656 -1.435 -2.384
C 5.515 -2.439 -1.948
C 5.006 -3.599 -1.387
C 3.634 -3.763 -1.250
C 0.198 -2.287 -2.878
C -1.005 -1.581 -2.696
C -1.637 -0.995 -3.795
C -1.084 -1.117 -5.058
C 0.100 -1.828 -5.236
C 0.746 -2.403 -4.153
C 0.622 -4.584 -0.984
C 0.598 -5.564 -1.978
C 0.346 -6.880 -1.633
C 0.120 -7.215 -0.303
C 0.139 -6.239 0.685
C 0.387 -4.917 0.349
H 2.632 -0.822 -2.643
H 5.054 -0.538 -2.840
H 6.584 -2.317 -2.057
H 5.676 -4.382 -1.058
H 3.244 -4.670 -0.808
H -1.505 -1.612 -1.732
H -2.579 -0.480 -3.661
H -1.580 -0.676 -5.911
H 0.522 -1.927 -6.228
H 1.683 -2.927 -4.297
H 0.773 -5.306 -3.017
H 0.323 -7.644 -2.397
H -0.075 -8.244 -0.035
H -0.043 -6.508 1.716
H 0.395 -4.150 1.113
*
```

Properties
Frontier orbital gap (spin up / spin down) = 6.46 / 6.45 eV
LUMO energy (spin up / spin down) = -7.921 / -7.926 eV
Energy above the lowest of the compared OMol25 structures with the same formula, charge and spin = 0.300 eV
HOMO level (spin up / spin down) = -14.4 / -14.4 eV

# 3
A structure of composition C2H7MnO3 at a distorted geometry, computed with wB97M-V/def2-TZVPD.

```
! wB97M-V def2-TZVPD RIJCOSX def2/J DEFGRID3
* xyz 1 6
O 0.210 -0.603 -0.434
C 1.240 -0.463 0.545
C 1.186 0.893 1.227
O 2.167 0.881 2.237
H 0.321 -0.080 -1.358
H 2.205 -0.611 0.044
H 1.085 -1.260 1.285
H 0.179 1.050 1.651
H 1.373 1.686 0.484
H 2.103 1.684 2.759
Mn -1.624 -1.043 -0.240
O -2.252 -0.237 -1.742
H -2.903 0.464 -1.783
*
```

Properties
Frontier orbital gap (spin up / spin down) = 8.92 / 8.64 eV
Expectation value of S² = 8.7560
LUMO energy (spin up / spin down) = -5.603 / -5.894 eV
HOMO level (spin up / spin down) = -14.5 / -14.5 eV

# 4
A structure of composition C42H35ClN6O5SW at a distorted geometry, computed with wB97M-V/def2-TZVPD.

```
! wB97M-V def2-TZVPD RIJCOSX def2/J DEFGRID3
* xyz 0 3
W 0.017 -0.239 0.088
Cl 2.907 -4.509 -5.157
C 1.944 -3.588 -4.023
C 0.815 -4.179 -3.465
C 0.045 -3.439 -2.575
C 0.411 -2.145 -2.248
O -0.383 -1.389 -1.479
C 1.580 -1.558 -2.774
C 2.007 -0.281 -2.359
N 1.565 0.407 -1.247
C 2.344 1.472 -0.844
C 3.627 1.794 -1.255
C 4.248 2.976 -0.799
C 3.631 3.854 0.044
C 2.320 3.554 0.495
C 1.557 4.389 1.337
C 0.282 4.038 1.680
C -0.235 2.812 1.221
N 0.473 1.998 0.468
C 1.718 2.360 0.072
C 2.332 -2.308 -3.702
H 0.542 -5.188 -3.738
H -0.862 -3.850 -2.150
H 2.808 0.182 -2.917
H 4.181 1.139 -1.910
H 5.254 3.184 -1.143
H 4.117 4.764 0.369
H 1.986 5.317 1.695
H -0.335 4.667 2.304
H -1.236 2.508 1.481
H 3.230 -1.889 -4.137
O -1.310 0.257 5.561
C 0.006 -0.023 5.515
C 0.666 -0.201 6.732
C 2.012 -0.500 6.755
C 2.738 -0.629 5.572
C 2.091 -0.448 4.368
C 0.728 -0.143 4.320
C 0.091 0.016 3.000
O 0.849 -0.041 1.957
N -1.200 0.192 2.915
N -1.567 0.217 1.571
C -2.833 0.231 1.333
C -3.410 0.259 0.015
C -4.787 0.042 -0.141
C -5.362 0.103 -1.389
C -4.553 0.409 -2.492
C -3.204 0.646 -2.360
C -2.605 0.564 -1.093
O -1.322 0.846 -0.946
H -1.647 0.299 4.641
H 0.089 -0.104 7.642
H 2.505 -0.637 7.709
H 3.793 -0.866 5.597
H 2.622 -0.538 3.430
H -3.495 0.212 2.197
H -5.389 -0.178 0.733
H -6.419 -0.077 -1.520
H -5.001 0.460 -3.477
H -2.576 0.878 -3.209
C 2.372 -5.281 3.474
C 2.652 -5.410 1.986
N 2.882 -4.115 1.328
C 4.270 -3.730 1.067
C 4.894 -2.917 2.191
C 1.857 -3.306 1.017
S 2.194 -1.813 0.291
N 0.638 -3.878 1.245
C -0.479 -3.217 1.142
O -0.683 -1.973 0.934
C -1.746 -4.000 1.331
C -1.718 -5.254 1.931
C -2.894 -5.968 2.100
C -4.098 -5.436 1.657
C -4.125 -4.190 1.045
C -2.951 -3.470 0.887
H 2.251 -6.270 3.920
H 1.458 -4.714 3.644
H 3.188 -4.777 3.993
H 1.827 -5.909 1.482
H 3.551 -6.000 1.814
H 4.299 -3.176 0.129
H 4.826 -4.654 0.908
H 4.328 -2.002 2.363
H 5.915 -2.640 1.925
H 4.930 -3.484 3.121
H -0.771 -5.657 2.263
H -2.871 -6.940 2.576
H -5.015 -5.997 1.784
H -5.060 -3.779 0.685
H -2.961 -2.504 0.394
*
```

Properties
Frontier orbital gap (spin up / spin down) = 4.98 / 7.11 eV
Expectation value of S² = 2.0440
LUMO energy (spin up / spin down) = -0.531 / -0.559 eV
Energy above the lowest of the compared OMol25 structures with the same formula, charge and spin = 0.128 eV
HOMO level (spin up / spin down) = -5.5 / -7.7 eV

# 5
A cluster of 8 separate species, C8H32O8 in total at a distorted geometry, computed with wB97M-V/def2-TZVPD.

```
! wB97M-V def2-TZVPD RIJCOSX def2/J DEFGRID3
* xyz 0 1
C -0.091 -1.011 0.275
C 0.295 0.479 0.378
O -0.855 1.128 0.818
H -0.288 -1.516 1.221
H 0.735 -1.602 -0.122
H -0.950 -1.118 -0.387
H 0.677 0.787 -0.595
H 1.041 0.573 1.167
H -1.512 0.941 0.143
C -1.962 -1.854 3.479
C -2.864 -1.163 2.462
O -4.145 -1.650 2.538
H -2.195 -1.649 4.523
H -0.902 -1.618 3.382
H -1.991 -2.927 3.288
H -2.514 -1.387 1.455
H -2.908 -0.083 2.609
H -4.530 -1.145 3.258
C 4.171 -0.848 -0.812
C 3.919 -1.821 0.302
O 5.157 -2.006 0.957
H 4.918 -1.177 -1.535
H 4.459 0.125 -0.414
H 3.284 -0.643 -1.411
H 3.632 -2.782 -0.123
H 3.121 -1.568 1.001
H 4.903 -2.631 1.639
C 0.407 4.314 -1.121
C 0.161 3.737 -2.525
O 1.343 3.470 -3.148
H 0.612 5.384 -1.106
H 1.248 3.835 -0.619
H -0.427 4.046 -0.473
H -0.499 4.360 -3.129
H -0.209 2.712 -2.521
H 1.166 2.924 -3.918
O -2.723 0.615 -0.993
H -3.625 0.388 -0.768
H -2.465 -0.041 -1.641
O 1.091 -3.611 -2.266
H 1.312 -4.185 -1.534
H 0.239 -3.927 -2.570
O -1.331 3.216 2.684
H -0.611 3.042 3.290
H -1.267 2.520 2.030
O -2.101 -1.288 -2.887
H -2.200 -2.219 -2.687
H -2.726 -1.127 -3.594
*
```

Properties
Frontier orbital gap = 9.51 eV
LUMO energy = -0.233 eV
Energy above the lowest of the compared OMol25 structures with the same formula, charge and spin = 1.519 eV
HOMO level = -9.7 eV
SMILES = CCO.CCO.CCO.CCO.O.O.O.O

# 6
The ion BBrH3O with charge -1, computed with wB97M-V/def2-TZVPD.

```
! wB97M-V def2-TZVPD RIJCOSX def2/J DEFGRID3
* xyz -1 1
O -0.987 0.576 -0.343
B 0.231 -0.091 0.175
Br 1.800 0.587 -1.017
H -1.736 -0.002 -0.212
H 0.502 0.241 1.327
H 0.190 -1.311 0.069
*
```

Properties
Frontier orbital gap = 7.90 eV
LUMO energy = 3.912 eV
HOMO level = -4.0 eV

# 7
A structure of composition C12H24LiN4OSV at a distorted geometry, computed with wB97M-V/def2-TZVPD.

```
! wB97M-V def2-TZVPD RIJCOSX def2/J DEFGRID3
* xyz 2 1
N 1.801 -0.286 1.113
C 2.892 -0.764 1.044
O 3.986 -1.289 0.795
Li 2.547 -0.588 -0.908
V -0.082 0.022 0.808
N -0.494 -1.420 -0.377
N -0.297 1.616 -0.130
C -0.408 -2.883 -0.088
C 0.310 2.976 -0.285
C 0.739 -3.511 -0.880
C -1.689 -3.666 -0.443
C -0.146 -3.057 1.390
C 0.007 3.644 -1.643
C -0.222 3.925 0.797
C 1.813 2.888 -0.148
H 0.674 -3.343 -1.959
H 0.794 -4.598 -0.719
H 1.711 -3.120 -0.557
H -2.570 -3.232 0.040
H -1.632 -4.708 -0.088
H -1.903 -3.740 -1.517
H 0.732 -2.490 1.701
H 0.020 -4.113 1.622
H -0.996 -2.698 1.973
H 0.319 3.007 -2.476
H 0.562 4.590 -1.772
H -1.048 3.899 -1.793
H -1.312 4.030 0.775
H 0.194 4.940 0.706
H 0.056 3.566 1.791
H 2.107 2.383 0.772
H 2.271 3.886 -0.150
H 2.252 2.347 -0.991
C -1.695 1.606 -0.565
H -2.126 0.636 -0.305
H -2.331 2.386 -0.121
H -1.824 1.741 -1.653
C -1.097 -1.210 -1.708
H -2.187 -1.390 -1.766
H -0.971 -0.181 -2.038
H -0.659 -1.812 -2.525
S 0.008 0.001 5.559
C -0.020 -0.002 3.962
N -0.086 0.013 2.759
*
```

Properties
Frontier orbital gap (spin up / spin down) = 5.83 / 5.82 eV
LUMO energy (spin up / spin down) = -9.882 / -9.890 eV
HOMO level (spin up / spin down) = -15.7 / -15.7 eV

# 8
The ion C3H9N2O4S2 with charge -1 at a distorted geometry, computed with wB97M-V/def2-TZVPD.

```
! wB97M-V def2-TZVPD RIJCOSX def2/J DEFGRID3
* xyz -1 1
C 1.532 1.299 0.061
N 1.138 0.822 -1.251
S 0.324 -0.654 -1.097
O 1.094 -1.472 -2.012
O -1.072 -0.371 -1.431
C 0.215 -1.227 0.600
N -0.866 -2.162 0.633
S -2.210 -1.403 1.198
C -2.059 0.406 1.150
O -2.289 -1.636 2.617
O -3.337 -1.910 0.417
H 1.468 2.423 0.148
H 1.016 0.624 0.785
H 2.627 1.161 0.299
H 1.853 0.744 -2.022
H 1.110 -1.804 0.797
H -1.048 -2.472 -0.386
H -1.030 0.536 0.847
H -2.731 0.688 0.295
H -2.183 0.703 2.140
*
```

Properties
Frontier orbital gap = 7.43 eV
LUMO energy = 3.320 eV
Energy above the lowest of the compared OMol25 structures with the same formula, charge and spin = 2.049 eV
HOMO level = -4.1 eV
SMILES = CN[S@](=O)([O-])=CNS(C)(=O)=O

# 9
A structure of composition C37H35IN9OS2Ti, computed with wB97M-V/def2-TZVPD.

```
! wB97M-V def2-TZVPD RIJCOSX def2/J DEFGRID3
* xyz 1 1
Ti -0.339 0.139 0.063
C -1.657 -2.214 4.906
C -0.330 -2.304 4.505
C 0.010 -2.121 3.173
C -0.980 -1.846 2.233
C -2.311 -1.792 2.629
C -2.646 -1.965 3.965
N -0.637 -1.646 0.861
C -0.373 -2.812 0.143
C -0.353 -4.110 0.659
C -0.085 -5.176 -0.187
C 0.161 -4.999 -1.549
C 0.094 -3.728 -2.089
C -0.170 -2.668 -1.234
N -0.428 -1.351 -1.614
N -0.764 -1.107 -2.781
C -1.321 0.185 -2.904
C -1.684 0.634 -4.156
C -2.385 1.831 -4.231
C -2.717 2.489 -3.060
C -2.295 1.962 -1.850
N -1.585 0.840 -1.767
H -1.921 -2.356 5.946
H 0.442 -2.525 5.231
H 1.040 -2.189 2.842
H -3.077 -1.603 1.887
H -3.684 -1.912 4.270
H -0.543 -4.280 1.709
H -0.060 -6.176 0.226
H 0.384 -5.851 -2.175
H 0.244 -3.545 -3.144
H -1.438 0.046 -5.028
H -2.691 2.226 -5.191
H -3.296 3.401 -3.073
H -2.532 2.444 -0.911
C 3.070 1.823 4.531
C 2.133 0.633 4.677
N 0.722 0.982 4.487
C -0.068 1.301 5.688
C -0.210 2.797 5.923
C 0.155 1.010 3.282
S 1.160 0.676 1.915
N -1.155 1.352 3.299
C -2.003 1.240 2.322
O -1.785 0.779 1.136
C -3.403 1.671 2.571
C -4.379 1.476 1.596
C -5.684 1.875 1.833
C -6.021 2.472 3.040
C -5.052 2.666 4.016
C -3.748 2.264 3.785
H 4.104 1.496 4.650
H 2.869 2.580 5.288
H 2.968 2.279 3.547
H 2.218 0.199 5.673
H 2.388 -0.149 3.962
H 0.443 0.831 6.527
H -1.042 0.828 5.585
H 0.757 3.273 6.076
H -0.813 2.973 6.815
H -0.702 3.273 5.075
H -4.114 0.998 0.663
H -6.442 1.715 1.078
H -7.042 2.782 3.222
H -5.316 3.128 4.958
H -2.984 2.399 4.538
S 1.567 0.856 -1.300
C 1.066 2.465 -0.833
C 1.714 3.659 -1.141
C 1.191 4.829 -0.627
C 0.052 4.788 0.176
C -0.532 3.565 0.425
N -0.037 2.434 -0.083
H 2.601 3.651 -1.759
H 1.669 5.776 -0.842
H -0.370 5.688 0.599
H -1.419 3.472 1.041
I 5.433 -4.685 1.408
C 4.328 -3.067 0.787
C 4.728 -1.754 0.723
N 3.667 -1.063 0.264
N 2.603 -1.837 0.023
C 2.995 -3.063 0.333
H 5.666 -1.280 0.958
H 3.591 -0.075 0.072
H 2.321 -3.896 0.225
*
```

Properties
Frontier orbital gap = 6.17 eV
LUMO energy = -4.223 eV
Energy above the lowest of the compared OMol25 structures with the same formula, charge and spin = 0.027 eV
HOMO level = -10.4 eV

- Number 1 is which compound?
  C21H24N11OPtS4Sb